1.
A molecular structure, C44H44BBrF4N5O7SSb2Tl, computed with ωB97M-V/def2-TZVPD.

Element x y z (Å)
Tl 0.376 0.856 -0.768
C 2.031 -1.831 1.089
C 1.428 -3.035 0.359
C -0.079 -2.949 0.087
Sb -1.314 -3.502 1.778
C -2.739 -4.732 0.717
C -4.048 -4.339 0.450
C -4.953 -5.229 -0.112
C -4.566 -6.527 -0.411
C -3.264 -6.932 -0.155
C -2.363 -6.040 0.410
C -2.549 -1.759 1.876
C -3.051 -1.344 3.107
C -3.857 -0.216 3.199
C -4.150 0.519 2.060
C -3.645 0.119 0.831
C -2.857 -1.020 0.735
Sb 1.036 -1.323 2.954
C 2.190 0.403 3.503
C 2.308 0.731 4.854
C 2.982 1.878 5.247
C 3.540 2.719 4.290
C 3.405 2.413 2.944
C 2.724 1.266 2.553
C 2.349 -2.711 3.985
C 1.906 -3.996 4.293
C 2.781 -4.956 4.790
C 4.116 -4.641 4.993
C 4.569 -3.361 4.703
C 3.694 -2.408 4.200
H 2.029 -0.978 0.409
H 3.070 -2.035 1.351
H 1.665 -3.957 0.903
H 1.946 -3.094 -0.603
H -0.372 -3.611 -0.728
H -0.365 -1.942 -0.220
H -4.360 -3.325 0.669
H -5.964 -4.904 -0.326
H -5.276 -7.221 -0.845
H -2.950 -7.941 -0.395
H -1.346 -6.366 0.609
H -2.804 -1.901 4.006
H -4.244 0.098 4.162
H -4.755 1.415 2.132
H -3.846 0.704 -0.059
H -2.481 -1.321 -0.235
H 1.877 0.079 5.607
H 3.066 2.125 6.299
H 4.074 3.610 4.597
H 3.829 3.069 2.191
H 2.614 1.048 1.497
H 0.865 -4.256 4.137
H 2.419 -5.953 5.010
H 4.803 -5.391 5.367
H 5.611 -3.107 4.857
H 4.066 -1.416 3.971
O -1.002 3.151 -4.444
C -1.108 2.311 -3.543
O -0.445 2.341 -2.457
C -2.175 1.227 -3.731
C -3.136 1.518 -4.656
C -4.177 0.625 -4.951
C -4.221 -0.610 -4.347
C -3.269 -0.948 -3.408
C -2.216 -0.028 -2.982
O -1.425 -0.303 -2.057
N -3.383 -2.295 -2.868
O -2.610 -2.669 -2.006
O -4.265 -3.023 -3.319
N -5.199 0.988 -5.895
O -6.061 0.163 -6.181
O -5.176 2.114 -6.376
H -3.069 2.457 -5.185
H -4.994 -1.317 -4.602
C -3.439 4.655 -2.225
C -2.074 5.028 -1.674
N -1.983 4.565 -0.283
C -0.920 4.038 0.368
S -1.186 2.911 1.602
N 0.334 4.398 0.051
C 0.806 5.519 -0.745
C 1.541 5.067 -2.000
H -3.478 4.883 -3.289
H -4.237 5.199 -1.712
H -3.609 3.583 -2.118
H -1.952 6.115 -1.721
H -1.302 4.550 -2.274
H -2.830 4.134 0.056
H 1.032 3.853 0.532
H 1.463 6.123 -0.111
H -0.042 6.145 -1.001
H 2.464 4.547 -1.733
H 1.799 5.926 -2.623
H 0.919 4.381 -2.578
F 4.299 -0.130 -3.331
B 3.417 -1.108 -2.832
F 2.232 -0.460 -2.358
F 4.014 -1.767 -1.739
F 3.085 -2.016 -3.833
Br 7.779 1.645 0.405
C 6.109 1.841 -0.479
C 6.014 2.614 -1.623
C 4.772 2.735 -2.213
C 3.689 2.087 -1.633
N 3.786 1.364 -0.522
C 4.984 1.230 0.040
H 6.888 3.096 -2.040
H 4.639 3.304 -3.122
H 2.710 2.136 -2.096
H 5.042 0.622 0.936

E: -6553.24569 Ha
Net charge: -2
Frontier orbital gap: 7.1 eV

Atomic partial charges in e from the Löwdin method, atoms 1 to 99: 0.9261 -0.3779 -0.3599 -0.3728 1.3963 -0.3912 -0.1242 -0.0935 -0.1103 -0.1109 -0.1590 -0.4330 -0.1671 -0.1047 -0.1118 -0.0854 -0.1264 1.4327 -0.4019 -0.1524 -0.1052 -0.1033 -0.0897 -0.1376 -0.3754 -0.1516 -0.1071 -0.1145 -0.0999 -0.1308 -0.0296 0.0623 0.0878 0.1059 0.0583 0.0099 0.0894 0.0983 0.0908 0.0912 0.0853 0.0816 0.0918 0.0950 0.1058 0.0599 0.0930 0.0922 0.0924 0.0990 0.0386 0.0477 0.0937 0.0907 0.0952 0.0924 -0.0043 -0.6236 -0.2263 -0.0292 0.0432 -0.1621 0.0593 -0.0488 -0.2836 -0.1576 -0.3318 0.0586 0.0237 -0.3745 0.0236 0.0315 0.1206 0.1217 -0.0745 -0.2428 0.0040 -0.8880 0.5376 0.0046 -0.2252 -0.0641 0.0812 0.0716 0.0772 0.1032 0.0833 0.0899 0.1027 0.1125 0.0890 0.0518 0.0745 0.0587 0.0951 -1.2577 -0.0042 0.0878 0.1093


2.
A single C2H2ClNS2 molecule in a non-equilibrium geometry, computed with ωB97M-V/def2-TZVPD.

Element x y z (Å)
C 0.128 -0.844 -0.126
C -0.074 0.187 0.633
N -0.189 -2.502 1.884
S -0.015 -2.528 0.195
S -0.495 -1.238 2.676
Cl -2.639 -0.921 2.457
H 0.321 -0.712 -1.093
H -0.291 1.204 0.521

E: -1388.58863 Ha
Frontier orbital gap (spin up / spin down): 7.4 / 7.4 eV

The Löwdin scheme yields these atomic charges, measured in e: -0.5920 -0.0178 -0.8605 0.8472 0.5689 -0.0093 0.0226 0.0408


3.
A molecular structure, C3H7BF4I2NO7P2SeTl, computed with ωB97M-V/def2-TZVPD.

Element x y z (Å)
Tl 0.221 0.534 -1.710
C -1.433 -1.105 2.386
C -0.250 -1.713 1.643
O 0.234 -2.907 2.263
P 1.188 -0.593 1.619
O 1.382 -0.085 3.128
O 2.438 -1.546 1.445
O 1.160 0.564 0.687
P -0.778 -2.164 -0.080
O 0.694 -2.146 -0.851
O -1.258 -3.561 -0.012
O -1.546 -1.033 -0.680
H -1.205 -0.995 3.446
H -2.295 -1.763 2.272
H -1.677 -0.134 1.950
H -0.281 -3.634 1.868
H 0.940 0.760 3.292
H 2.285 -2.364 1.954
H 0.946 -3.050 -1.080
I 3.647 -0.393 -1.942
I 4.729 1.029 0.011
Se -1.965 3.656 -4.731
C -0.715 2.344 -4.860
N 0.079 1.517 -4.979
F -2.675 3.014 -3.218
B -0.998 3.926 -0.976
F -1.726 5.020 -0.864
F -1.183 2.893 -0.180
F 0.042 3.930 -1.802

E: -4976.68807 Ha
Frontier orbital gap: 7.2 eV

The Löwdin scheme yields these atomic charges, measured in e: 0.8796 -0.0651 -0.5926 -0.0751 0.4524 -0.1019 -0.1459 -0.4454 0.2754 -0.2964 -0.2857 -0.4223 0.0836 0.0931 0.0844 0.0897 0.0951 0.0957 0.0847 0.1521 0.1378 1.1306 -0.6399 0.0945 -0.5016 -0.9175 0.2764 0.2414 0.2232


4.
A single C25H51BClI2NO5 molecule in a non-equilibrium geometry, computed with ωB97M-V/def2-TZVPD.

Element x y z (Å)
C -2.927 0.299 -4.521
C -4.082 -0.884 -4.266
C -4.656 -0.768 -2.701
C -3.461 -1.331 -1.715
C -4.002 -2.176 -0.410
C -3.025 -1.805 0.852
C -1.440 -2.184 0.640
C -0.590 -1.313 1.736
C 0.894 -0.824 1.253
O 1.577 -0.280 2.451
C 3.035 -0.463 2.382
C 3.483 -1.024 3.893
C 4.716 -2.102 3.846
N 5.932 -1.630 3.079
B 3.838 1.002 2.228
O 3.896 2.037 3.279
O 4.549 1.203 0.928
C 4.170 2.490 0.311
C 0.866 0.443 0.162
O 0.187 0.083 -1.092
C 1.094 -0.527 -2.074
C 0.386 -1.750 -2.963
C 1.001 -3.157 -2.387
C -0.068 -4.396 -2.290
O 0.451 1.718 0.761
C -0.999 1.925 0.740
C -1.588 2.529 2.186
C -0.704 2.085 3.490
C 0.674 2.968 3.719
Cl 0.321 4.552 4.622
C -1.266 3.167 -0.348
I 0.576 4.365 -0.337
C -1.747 2.653 -1.826
C -0.878 3.400 -3.032
I -3.836 3.387 -2.112
H -3.514 1.321 -4.379
H -2.053 0.155 -3.744
H -2.550 0.302 -5.644
H -4.938 -0.670 -5.053
H -3.532 -1.903 -4.473
H -5.691 -1.304 -2.566
H -4.840 0.374 -2.413
H -2.832 -2.095 -2.364
H -2.791 -0.449 -1.274
H -4.131 -3.325 -0.593
H -5.099 -1.759 -0.188
H -3.207 -0.654 1.097
H -3.411 -2.394 1.796
H -1.058 -2.120 -0.463
H -1.335 -3.331 0.954
H -1.297 -0.468 2.133
H -0.411 -2.040 2.667
H 1.431 -1.740 0.763
H 3.395 -1.223 1.560
H 2.527 -1.629 4.273
H 3.626 -0.152 4.674
H 4.419 -3.166 3.454
H 5.062 -2.258 4.979
H 6.312 -0.747 3.501
H 5.700 -1.361 2.086
H 4.730 2.578 3.043
H 4.116 3.392 1.060
H 5.022 2.759 -0.467
H 3.171 2.426 -0.334
H 2.016 0.588 -0.130
H 1.420 0.318 -2.838
H 2.075 -0.987 -1.634
H 0.798 -1.619 -4.072
H -0.782 -1.688 -2.984
H 1.495 -3.061 -1.304
H 1.899 -3.501 -3.094
H -0.551 -4.660 -3.330
H 0.525 -5.322 -1.826
H -0.882 -4.120 -1.462
H -1.647 0.977 0.523
H -1.586 3.719 2.163
H -2.732 2.225 2.341
H -0.444 0.945 3.557
H -1.384 2.315 4.444
H 1.417 2.297 4.362
H 1.248 3.233 2.735
H -2.124 3.891 0.057
H -1.826 1.493 -1.956
H -0.997 4.585 -2.964
H -1.376 3.109 -4.072
H 0.238 3.052 -3.089

E: -2494.17750 Ha
SMILES: CCCCCCCC[C@H](O[C@H](CCN)B(O)OC)[C@@H](OCCCC)O[C@@H](CCCCl)[C@@H](I)[C@H](C)I
Frontier orbital gap: 9.1 eV

The Löwdin scheme yields these atomic charges, measured in e: -0.1530 -0.2432 -0.2025 -0.2168 -0.2075 -0.2205 -0.1870 -0.1205 -0.1725 -0.1567 -0.1895 -0.1284 -0.2727 -0.0483 -0.4004 0.0502 -0.0949 -0.1090 -0.2175 -0.1602 -0.1765 -0.1537 -0.2716 -0.1475 -0.2351 -0.3097 -0.1408 -0.2344 -0.5552 0.4415 -0.6421 0.9412 -0.7011 -0.2771 0.7714 0.0345 0.0543 0.0834 0.1068 0.0998 0.1078 0.0665 0.0953 0.1039 0.1149 0.1164 0.1121 0.1187 0.0827 0.1237 0.0939 0.1398 0.1538 0.1540 0.1281 0.1241 0.1188 0.1249 0.0769 0.0661 0.1356 0.1044 0.1117 0.0685 0.1578 0.1335 0.1251 0.1239 0.0853 0.1022 0.1183 0.0846 0.0866 0.0627 0.1346 0.1117 0.1327 0.0979 0.1137 0.0935 0.0572 0.0503 0.0515 0.0691 0.0698 0.0583


5.
4 unconnected molecules or ions with the total composition C3H13NO2S2 in a non-equilibrium geometry, computed with ωB97M-V/def2-TZVPD.

Element x y z (Å)
N -0.103 -2.359 -0.588
C -0.099 -1.052 0.076
C 1.153 -0.868 0.901
C -0.361 0.164 -0.836
S -1.688 -0.156 -2.021
S 0.644 2.628 1.556
H 0.684 -2.447 -1.226
H -0.949 -2.464 -1.133
H -0.945 -1.127 0.761
H 2.013 -0.870 0.234
H 1.235 -1.663 1.634
H 1.119 0.118 1.360
H 0.537 0.377 -1.417
H -0.661 1.006 -0.202
H 0.973 3.929 1.501
H -3.265 -0.413 -0.284
H -4.571 -0.651 0.470
O -3.626 -0.530 0.616
H 2.856 2.500 -1.126
H 2.189 2.089 0.206
O 2.862 1.789 -0.481

E: -1123.72206 Ha
Net charge: -1
Multiplicity: 2
Frontier orbital gap (spin up / spin down): 6.3 / 4.2 eV

The Löwdin scheme yields these atomic charges, measured in e: 0.0068 -0.5424 -0.0809 -0.5803 0.6597 0.0073 0.0660 0.0170 0.1179 0.0740 0.0736 -0.0081 0.0554 0.0161 -0.3992 -0.0815 0.0213 -0.1048 -0.0007 -0.1362 -0.1809


6.
21 unconnected molecules or ions with the total composition C31H62Cl40IO in a non-equilibrium geometry, computed with ωB97M-V/def2-TZVPD.

Element x y z (Å)
C 4.543 4.555 4.287
O 5.003 4.487 2.944
C 4.392 3.422 2.225
C 5.075 2.025 2.549
C 4.118 1.157 3.445
C 3.628 -0.174 2.787
C 2.631 -0.845 3.833
C 1.127 -0.618 3.389
C 0.346 0.456 4.223
C 0.589 1.904 3.648
C -0.758 2.680 3.426
C -0.573 3.580 2.141
I -1.813 5.388 2.374
H 3.574 4.034 4.432
H 5.338 4.163 4.966
H 4.380 5.611 4.605
H 4.537 3.636 1.141
H 3.285 3.381 2.364
H 5.969 2.272 3.191
H 5.456 1.508 1.650
H 4.661 0.872 4.375
H 3.232 1.744 3.757
H 3.123 -0.017 1.813
H 4.482 -0.886 2.687
H 2.767 -0.347 4.815
H 2.850 -1.937 3.873
H 0.602 -1.590 3.555
H 1.122 -0.410 2.294
H 0.772 0.414 5.265
H 1.209 2.531 4.349
H 1.170 1.777 2.698
H -1.530 1.920 3.199
H -1.084 3.263 4.309
H -0.920 3.005 1.258
H 0.475 3.911 2.018
C -0.863 -4.650 1.964
Cl -0.192 -4.675 3.600
Cl -0.778 -3.034 1.263
H -0.297 -5.336 1.342
H -1.904 -4.959 2.005
C -2.757 3.602 -0.845
Cl -2.741 1.901 -0.371
Cl -4.056 3.939 -2.000
H -2.902 4.215 0.041
H -1.806 3.842 -1.310
C -5.038 -0.924 -1.763
Cl -6.380 -1.621 -0.843
Cl -3.482 -1.550 -1.210
H -5.169 -1.168 -2.811
H -5.045 0.155 -1.633
C -3.509 -0.354 2.162
Cl -4.628 0.826 2.862
Cl -2.743 -1.336 3.406
H -4.060 -1.003 1.489
H -2.735 0.178 1.616
C -7.369 0.033 -5.152
Cl -7.275 1.494 -4.164
Cl -5.844 -0.860 -5.119
H -8.157 -0.605 -4.765
H -7.588 0.315 -6.177
C -3.694 -2.963 -7.551
Cl -3.149 -2.111 -9.003
Cl -4.630 -4.407 -7.963
H -2.815 -3.272 -6.968
H -4.319 -2.295 -6.969
C -0.205 -1.737 -3.156
Cl -0.203 -3.427 -2.641
Cl -1.459 -1.411 -4.359
H -0.388 -1.108 -2.289
H 0.764 -1.503 -3.586
C 1.309 7.250 0.733
Cl 2.394 6.354 1.799
Cl 2.213 8.278 -0.392
H 0.714 6.543 0.163
H 0.660 7.876 1.337
C -3.468 2.083 -5.938
Cl -2.771 1.961 -4.320
Cl -3.320 3.722 -6.586
H -2.947 1.396 -6.598
H -4.521 1.820 -5.885
C 2.755 -5.607 0.466
Cl 1.708 -7.035 0.457
Cl 2.090 -4.309 -0.530
H 2.854 -5.251 1.487
H 3.729 -5.887 0.075
C 0.741 11.077 -2.045
Cl 0.528 11.023 -3.800
Cl -0.813 11.043 -1.204
H 1.324 10.215 -1.735
H 1.261 11.993 -1.783
C -3.788 -0.228 7.254
Cl -2.189 0.020 6.549
Cl -4.846 1.167 6.969
H -4.238 -1.107 6.801
H -3.686 -0.374 8.325
C -0.777 -5.499 7.292
Cl 0.834 -5.304 6.592
Cl -1.780 -4.073 7.008
H -1.254 -6.362 6.837
H -0.677 -5.651 8.362
C -1.181 -5.715 -7.017
Cl -1.204 -4.200 -6.111
Cl 0.372 -6.542 -6.839
H -1.968 -6.361 -6.640
H -1.348 -5.500 -8.068
C 8.269 5.381 3.781
Cl 9.393 6.526 3.034
Cl 8.894 3.730 3.721
H 8.117 5.664 4.818
H 7.323 5.413 3.246
C 1.317 -3.998 -9.737
Cl 0.573 -3.184 -8.354
Cl 0.291 -5.295 -10.367
H 1.478 -3.271 -10.527
H 2.266 -4.422 -9.425
C 0.040 -9.486 -4.862
Cl -0.682 -8.607 -3.511
Cl -1.024 -10.777 -5.438
H 0.213 -8.791 -5.678
H 0.979 -9.923 -4.537
C 10.538 8.541 0.129
Cl 11.234 8.618 1.751
Cl 10.496 10.135 -0.635
H 11.141 7.876 -0.480
H 9.524 8.160 0.203
C -6.308 0.753 10.403
Cl -6.445 2.304 11.239
Cl -4.705 0.041 10.618
H -7.051 0.071 10.805
H -6.480 0.908 9.342
C -2.910 -11.348 -8.982
Cl -2.503 -12.381 -10.357
Cl -1.988 -9.841 -9.009
H -3.968 -11.112 -9.021
H -2.682 -11.880 -8.063

E: -19998.81443 Ha
Net charge: -1
Frontier orbital gap: 3.1 eV

Atomic partial charges in e from the Löwdin method, atoms 1 to 99: -0.1184 -0.2550 -0.2464 -0.1442 -0.2194 -0.2084 -0.2094 -0.3104 -0.2755 -0.3151 -0.3135 -0.5729 0.7095 0.0871 0.0896 0.0858 0.1140 0.0948 0.0941 0.1021 0.1092 0.0732 0.0958 0.0946 0.0882 0.0830 0.0299 0.0717 0.0182 0.0827 0.0812 0.0709 0.0745 -0.0013 0.0107 -1.0034 0.4932 0.4924 -0.0361 0.0291 -1.0229 0.5511 0.4820 -0.0743 0.0326 -1.0340 0.5124 0.5231 -0.0694 0.0111 -1.0699 0.4901 0.5050 -0.0260 -0.0403 -0.9808 0.5328 0.5815 0.0311 0.0287 -1.0624 0.4949 0.5070 -0.1151 -0.0326 -0.9938 0.4813 0.4713 0.0236 0.0317 -1.0257 0.5565 0.5393 0.0129 0.0173 -1.0288 0.4812 0.5065 0.0245 -0.0135 -1.0015 0.5099 0.4902 0.0285 0.0218 -1.0462 0.4924 0.4965 -0.0659 0.0259 -1.0484 0.5134 0.4928 0.0220 -0.0555 -1.0297 0.4802 0.5014 0.0229